*1*
A 10-piece molecular cluster, C30H80O10 overall. Source: the Open Molecules 2025 dataset; level of theory: ωB97M-V/def2-TZVPD.

The gap between HOMO and LUMO is 10.4 eV. Its SMILES is CC(C)O.CC(C)O.CC(C)O.CC(C)O.CC(C)O.CC(C)O.CC(C)O.CC(C)O.CC(C)O.CC(C)O.

Geometry as XYZ:
```
120
C30H80O10 | the Open Molecules 2025 dataset | ωB97M-V/def2-TZVPD
C -14.26570 -2.85858 -30.44799
C -14.21544 -2.95961 -31.95427
C -13.56008 -1.77358 -32.62958
O -13.60374 -4.21299 -32.27723
H -14.83525 -3.70090 -30.06207
H -14.66897 -1.88891 -30.15487
H -13.25874 -2.89140 -30.02352
H -15.26353 -3.03656 -32.28425
H -12.57408 -1.55980 -32.21319
H -14.20638 -0.90209 -32.50748
H -13.43027 -1.94696 -33.69986
H -13.66891 -4.34819 -33.22758
C -7.50455 -2.52640 -27.86657
C -6.72472 -2.31740 -26.58650
C -6.78898 -3.51747 -25.65403
O -5.33407 -2.12014 -26.86950
H -8.56014 -2.68911 -27.63950
H -7.14782 -3.41999 -28.39109
H -7.43472 -1.70457 -28.58351
H -7.11846 -1.41818 -26.09582
H -7.79371 -3.74164 -25.29752
H -6.15147 -3.28417 -24.80140
H -6.39342 -4.38263 -26.18546
H -5.25216 -1.81620 -27.77826
C -16.13203 -5.13257 -22.86575
C -15.66369 -5.41164 -24.27468
C -14.63624 -6.54155 -24.31536
O -16.80754 -5.73243 -25.05939
H -16.82435 -5.90012 -22.52223
H -16.67619 -4.17700 -22.85868
H -15.34173 -4.93986 -22.14111
H -15.13466 -4.52538 -24.64899
H -15.08962 -7.52606 -24.15936
H -13.81336 -6.43353 -23.60806
H -14.16890 -6.62559 -25.30800
H -16.49455 -5.85921 -25.95839
C -14.01301 0.46882 -28.20049
C -12.93002 1.50676 -28.00753
C -11.91644 1.46920 -29.12552
O -13.59741 2.78856 -27.99118
H -14.84250 0.60931 -27.50455
H -13.65824 -0.52804 -27.93907
H -14.40393 0.53723 -29.21743
H -12.52185 1.39188 -26.99412
H -11.06203 2.12024 -28.93000
H -12.41994 1.68039 -30.06453
H -11.46922 0.46952 -29.14373
H -12.98702 3.45348 -27.65895
C -16.04263 2.53978 -24.17240
C -15.11340 1.46230 -24.69650
C -14.04921 1.10848 -23.68909
O -15.90252 0.30482 -24.99191
H -16.32915 2.33398 -23.14006
H -16.91976 2.63284 -24.80977
H -15.51692 3.49874 -24.17718
H -14.60344 1.86191 -25.58257
H -14.46429 0.71887 -22.75857
H -13.44217 1.97048 -23.39724
H -13.36152 0.37838 -24.12773
H -15.34473 -0.44142 -24.73631
C -18.34689 -2.58778 -26.91582
C -17.39130 -2.04533 -27.95423
C -17.68516 -0.63831 -28.43831
O -16.10136 -1.91018 -27.24831
H -18.35926 -1.92385 -26.05088
H -18.13568 -3.61620 -26.63033
H -19.37577 -2.60727 -27.30164
H -17.16419 -2.73650 -28.76170
H -17.92180 0.04742 -27.62643
H -18.53667 -0.62421 -29.12982
H -16.81834 -0.32294 -29.01550
H -16.25287 -1.28039 -26.53200
C -13.30483 -1.43684 -20.91181
C -12.98257 -0.51016 -19.73268
C -14.11741 0.36321 -19.22230
O -12.35566 -1.22588 -18.67034
H -12.37058 -1.52637 -21.45617
H -14.06345 -0.94516 -21.51700
H -13.68860 -2.36958 -20.50079
H -12.21389 0.20092 -20.05457
H -15.01758 -0.22050 -18.99403
H -14.36660 1.13370 -19.95135
H -13.81868 0.82422 -18.28112
H -12.98068 -1.84087 -18.27244
C -9.44108 -2.41471 -20.83668
C -8.86300 -3.14192 -19.63485
C -7.69323 -2.34215 -19.04947
O -9.79272 -3.52480 -18.66375
H -10.24428 -2.91306 -21.37790
H -8.65327 -2.15823 -21.54533
H -9.84021 -1.47718 -20.42408
H -8.37921 -4.06880 -19.97130
H -7.35644 -2.77815 -18.11308
H -8.03410 -1.32508 -18.78691
H -6.93189 -2.17590 -19.80964
H -10.31450 -2.77434 -18.35251
C -9.72153 -0.19549 -31.56509
C -9.50685 -1.62729 -31.14957
C -10.32575 -2.00206 -29.93961
O -9.70472 -2.49422 -32.27129
H -10.80286 -0.00667 -31.65168
H -9.39271 0.05227 -32.57571
H -9.31103 0.53607 -30.87069
H -8.46002 -1.76821 -30.84166
H -10.11995 -3.00702 -29.55668
H -11.40693 -1.89950 -30.05083
H -10.04717 -1.38622 -29.07794
H -10.33455 -3.18208 -32.03761
C -12.05346 -2.52256 -26.77019
C -12.69504 -2.94497 -25.46536
C -11.73641 -2.70122 -24.31907
O -13.89287 -2.20909 -25.21523
H -11.77246 -1.46822 -26.79807
H -12.72826 -2.67531 -27.62502
H -11.18893 -3.15200 -27.00049
H -12.89549 -4.02296 -25.50523
H -10.88524 -3.38638 -24.35318
H -12.19298 -2.92692 -23.34759
H -11.35863 -1.68174 -24.21890
H -14.39897 -2.25763 -26.04059
```

=====

*2*
A 10-piece molecular cluster, C30H80O10 overall. Source: the Open Molecules 2025 dataset; level of theory: ωB97M-V/def2-TZVPD.

The gap between HOMO and LUMO is 9.7 eV. Its SMILES is CC(C)O.CC(C)O.CC(C)O.CC(C)O.CC(C)O.CC(C)O.CC(C)O.CC(C)O.CC(C)O.CC(C)O.

Geometry as XYZ:
```
120
C30H80O10 | the Open Molecules 2025 dataset | ωB97M-V/def2-TZVPD
C 10.53445 -12.93028 -28.30768
C 12.01221 -13.15285 -28.22025
C 12.80437 -11.90014 -28.47922
O 12.38322 -13.63697 -26.92080
H 9.93911 -13.80728 -28.05396
H 10.30273 -12.60162 -29.32579
H 10.22583 -12.13510 -27.62424
H 12.29526 -13.95789 -28.91145
H 13.81040 -11.99155 -28.06438
H 12.33125 -11.01648 -28.05346
H 12.96253 -11.76305 -29.55209
H 12.03047 -14.52445 -26.81291
C 8.61162 -9.28876 -30.62505
C 7.47536 -8.52181 -29.95014
C 6.07020 -8.91891 -30.42527
O 7.55184 -8.65220 -28.51936
H 9.49866 -8.66132 -30.69007
H 8.33987 -9.64830 -31.62086
H 8.83642 -10.19489 -30.05302
H 7.61069 -7.45892 -30.16040
H 5.98227 -8.81103 -31.50304
H 5.37677 -8.19443 -29.99336
H 5.85517 -9.92635 -30.06562
H 7.57030 -9.60326 -28.33099
C 8.54251 -6.86098 -24.33372
C 8.25565 -6.51711 -25.77318
C 9.37553 -6.88994 -26.72569
O 6.99445 -7.03037 -26.17713
H 9.50119 -6.45799 -23.98659
H 8.62569 -7.94121 -24.15920
H 7.78144 -6.45799 -23.66516
H 8.14292 -5.42173 -25.78498
H 9.63792 -7.95153 -26.62168
H 10.28518 -6.31942 -26.52688
H 9.08972 -6.75919 -27.76422
H 7.09550 -7.80150 -26.75650
C 5.20933 -10.58202 -35.10301
C 3.87413 -10.59279 -34.36668
C 3.99925 -10.33860 -32.87285
O 2.95876 -9.64799 -34.94589
H 5.03889 -10.61209 -36.17906
H 5.77526 -11.48363 -34.85075
H 5.81025 -9.70988 -34.84602
H 3.37018 -11.54408 -34.55657
H 4.16509 -9.28051 -32.65979
H 4.83782 -10.88494 -32.43952
H 3.06241 -10.59233 -32.37290
H 3.02565 -8.81229 -34.46600
C 13.50962 -7.79481 -26.82905
C 13.74566 -8.06793 -28.29342
C 12.47605 -8.13304 -29.12972
O 14.62682 -7.05048 -28.75458
H 14.38166 -8.04871 -26.22389
H 12.66457 -8.32915 -26.39263
H 13.32360 -6.72725 -26.67390
H 14.25534 -9.03939 -28.36916
H 11.79453 -8.89310 -28.74047
H 12.74273 -8.42514 -30.15247
H 11.93376 -7.18866 -29.19934
H 14.92124 -7.28762 -29.63953
C 0.77985 -12.87987 -28.83625
C 2.12013 -12.47327 -29.43684
C 2.39872 -10.98516 -29.32979
O 3.20846 -13.15927 -28.77952
H -0.07564 -12.59605 -29.44545
H 0.64299 -12.42708 -27.84466
H 0.75444 -13.96164 -28.68198
H 2.12713 -12.75267 -30.49460
H 1.59733 -10.36276 -29.74914
H 3.29512 -10.69403 -29.87692
H 2.49081 -10.70778 -28.27798
H 2.94341 -13.40565 -27.88883
C 9.05425 -3.98084 -31.46121
C 9.13266 -2.71432 -32.27241
C 8.44995 -2.81444 -33.62109
O 8.54927 -1.60017 -31.56556
H 9.94496 -4.13539 -30.85826
H 8.87244 -4.86329 -32.08340
H 8.17134 -3.94086 -30.81340
H 10.19149 -2.48356 -32.45722
H 8.53409 -1.86620 -34.15037
H 7.40515 -3.10990 -33.50439
H 8.93554 -3.55297 -34.26365
H 9.17424 -1.33121 -30.88637
C 4.50859 -6.61448 -35.57067
C 4.94075 -6.81202 -34.11447
C 5.94320 -5.72614 -33.68672
O 3.78629 -6.84130 -33.26748
H 5.28150 -6.14708 -36.17661
H 3.61027 -5.99465 -35.60953
H 4.27672 -7.58524 -36.01238
H 5.43518 -7.77978 -34.04250
H 6.63777 -6.01893 -32.88916
H 5.42941 -4.83472 -33.32029
H 6.61150 -5.48477 -34.51623
H 3.37268 -5.98223 -33.41005
C 7.13828 -12.36267 -25.70777
C 6.34508 -11.94824 -26.94289
C 5.41536 -10.78775 -26.61193
O 7.26563 -11.54575 -27.99155
H 6.54612 -12.97033 -25.03602
H 7.60346 -11.47594 -25.26494
H 8.02856 -12.90474 -26.04983
H 5.74097 -12.80844 -27.24612
H 4.82012 -11.01437 -25.71916
H 4.70432 -10.59061 -27.41404
H 5.97481 -9.89242 -26.33465
H 6.85163 -11.95310 -28.76085
C 5.37465 -5.08973 -28.65246
C 5.40967 -4.14871 -27.47240
C 4.39279 -3.03790 -27.55773
O 5.18936 -4.85379 -26.25113
H 6.00029 -5.95583 -28.41953
H 5.70191 -4.58219 -29.55901
H 4.36738 -5.50732 -28.75121
H 6.41355 -3.69168 -27.43246
H 3.36111 -3.36872 -27.68859
H 4.63030 -2.37911 -28.40572
H 4.43366 -2.36566 -26.69805
H 5.81301 -5.59612 -26.22252
```

=====

What is the stability order? It is *2*, *1*, from most stable to least stable.

=====

*1*
One molecule with the formula C3H6ClNO. Source: the Open Molecules 2025 dataset; level of theory: ωB97M-V/def2-TZVPD.

The gap between HOMO and LUMO is 10.6 eV. Its SMILES is [H]/N=C(\Cl)[C@H](C)O.

Geometry as XYZ:
```
12
C3H6ClNO | the Open Molecules 2025 dataset | ωB97M-V/def2-TZVPD
C 1.32005 -0.53320 -0.21942
C -1.45935 -0.06346 -0.02463
C -0.06639 0.44362 0.38602
N 1.27038 -1.76957 -0.14416
O 0.11225 1.69517 -0.16739
Cl 2.64531 0.48034 -0.56283
H -1.64403 -0.73901 0.86032
H -2.17463 0.77358 0.08650
H -1.41072 -0.57613 -1.02179
H 0.12922 0.52070 1.40517
H 2.05063 -2.31154 -0.45659
H -0.77272 2.07950 -0.14120
```

=====

*2*
A 2-piece molecular cluster, C3H6ClNO overall. Source: the Open Molecules 2025 dataset; level of theory: ωB97M-V/def2-TZVPD.

The gap between HOMO and LUMO is 10.3 eV. Its SMILES is C1=NCCO1.Cl.

Geometry as XYZ:
```
12
C3H6ClNO | the Open Molecules 2025 dataset | ωB97M-V/def2-TZVPD
C 0.79484 -0.28812 -0.46097
C 0.59469 0.20874 0.99331
C -0.34526 1.56995 -0.47811
N 0.06130 0.67490 -1.26157
O -0.07898 1.45801 0.83428
Cl -3.31725 -0.06524 0.02770
H 1.83921 -0.26704 -0.77772
H 0.40156 -1.29176 -0.62754
H -0.05172 -0.45867 1.57526
H 1.52840 0.37812 1.53323
H -0.90420 2.43876 -0.77885
H -2.72743 -1.07367 -0.49777
```

=====

What is the stability order? It is *2*, *1*, from most stable to least stable.

=====

*1*
C2H5N5 as an isolated structure. Source: the Open Molecules 2025 dataset; level of theory: ωB97M-V/def2-TZVPD.

The gap between HOMO and LUMO is 9.3 eV.

Geometry as XYZ:
```
12
C2H5N5 | the Open Molecules 2025 dataset | ωB97M-V/def2-TZVPD
C 0.56992 0.69939 -0.20203
C 0.90820 -1.24818 0.03639
H -1.08779 1.86479 0.23235
H 0.41040 2.44952 0.87588
H 0.68554 -2.25753 0.08857
H -1.71489 -1.14201 -1.09224
H -1.88081 -1.13136 0.64583
N -0.21504 1.92289 -0.05208
N 1.86580 0.68885 -0.40545
N 2.08186 -0.69890 0.04289
N -0.08033 -0.45936 0.07326
N -1.54287 -0.68810 -0.24335
```

=====

*2*
One molecule with the formula C2H5N5. Source: the Open Molecules 2025 dataset; level of theory: ωB97M-V/def2-TZVPD.

The gap between HOMO and LUMO is 9.1 eV. Its SMILES is [H]/N=c1/ncn(N)[nH]1.

Geometry as XYZ:
```
12
C2H5N5 | the Open Molecules 2025 dataset | ωB97M-V/def2-TZVPD
C -0.43355 -1.33733 -0.00095
C -0.27092 0.25193 -1.32751
H 1.09372 -0.22359 2.36390
H -0.41513 0.72418 2.23973
H -0.63322 -2.22464 0.46488
H -0.14871 1.80146 -2.60332
H 1.17249 1.31718 -0.11084
N 0.08199 -0.28619 2.03966
N 0.33156 -0.42574 0.69181
N -0.65840 -1.10349 -1.21293
N -0.38727 0.81085 -2.47789
N 0.26745 0.69537 -0.06655
```

=====

What is the stability order? It is *2*, *1*, from most stable to least stable.

=====

*1*
A 3-piece molecular cluster, CH3BrO3S overall. Source: the Open Molecules 2025 dataset; level of theory: ωB97M-V/def2-TZVPD.

The gap between HOMO and LUMO is 8.8 eV.

Geometry as XYZ:
```
9
CH3BrO3S | the Open Molecules 2025 dataset | ωB97M-V/def2-TZVPD
C -2.14629 1.01495 0.12578
O 1.31732 -3.35249 0.33500
O 1.85142 -1.11140 -0.53265
O -1.35612 0.15142 -0.12839
S 0.86608 -1.98161 0.07727
Br 2.11631 1.80809 0.02798
H 2.31195 0.50648 -0.72770
H -2.97403 0.96143 0.87830
H -1.98665 2.00313 -0.05560
```

=====

*2*
A 3-piece molecular cluster, CH3BrO3S overall. Source: the Open Molecules 2025 dataset; level of theory: ωB97M-V/def2-TZVPD.

The gap between HOMO and LUMO is 8.6 eV.

Geometry as XYZ:
```
9
CH3BrO3S | the Open Molecules 2025 dataset | ωB97M-V/def2-TZVPD
C 1.85246 0.23677 1.17024
O -2.37505 1.67741 -0.09462
O -2.28145 -0.64782 -0.75676
O 0.79780 0.85463 1.27265
S -1.86389 0.37892 0.20230
Br 0.34999 -1.12965 -2.20576
H -1.06952 -1.01165 -1.62095
H 1.90426 -0.81754 1.55154
H 2.68540 0.45893 0.48135
```

=====

What is the stability order? It is *2*, *1*, from most stable to least stable.